# 1
Below is a structure of composition C60H75AsBrHfNO4, with properties calculated with wB97M-V/def2-TZVPD.

Element x y z (Å)
Hf1 0.080 -0.114 -0.049
C1 -3.380 -0.584 -1.038
O1 -1.961 -0.722 -0.792
C2 -1.382 -1.482 -1.861
C3 -1.384 -2.878 -1.740
C4 -1.843 -3.535 -0.467
C5 -1.000 -3.265 0.769
C6 -1.354 -3.911 1.944
C7 -0.578 -3.864 3.098
C8 0.612 -3.142 3.047
C9 0.999 -2.444 1.907
C10 2.421 -1.902 1.761
C11 2.686 -0.403 1.815
C12 3.136 0.181 2.999
C13 3.471 1.533 3.074
C14 3.334 2.300 1.924
C15 2.965 1.758 0.700
C16 2.975 2.697 -0.485
C17 2.424 2.181 -1.785
C18 3.194 2.210 -2.936
C19 2.724 1.735 -4.154
C20 1.428 1.228 -4.182
C21 0.626 1.178 -3.050
C22 -0.797 0.656 -3.104
C23 -0.860 -0.851 -2.984
C24 -0.458 -1.652 -4.055
C25 -0.545 -3.036 -4.016
C26 -0.954 -3.628 -2.819
C27 -0.261 -3.912 -5.222
C28 0.014 -3.098 -6.488
C29 -1.498 -4.787 -5.482
C30 0.957 -4.801 -4.940
C31 1.127 1.655 -1.833
O2 0.381 1.589 -0.697
C32 3.570 1.755 -5.416
C33 2.837 2.562 -6.497
C34 4.945 2.390 -5.189
C35 3.780 0.313 -5.901
C36 2.670 0.390 0.651
O3 2.394 -0.224 -0.585
C37 3.573 -0.647 -1.286
C38 3.988 2.212 4.330
C39 3.012 3.332 4.720
C40 5.379 2.793 4.032
C41 4.118 1.254 5.513
C42 0.182 -2.508 0.755
O4 0.599 -1.875 -0.354
C43 -1.008 -4.686 4.303
C44 -0.111 -4.474 5.525
C45 -0.952 -6.167 3.902
C46 -2.439 -4.307 4.712
H1 -3.744 -1.429 -1.624
H2 -3.589 0.335 -1.589
H3 -3.900 -0.560 -0.083
H4 -1.846 -4.617 -0.627
H5 -2.878 -3.246 -0.249
H6 -2.245 -4.520 1.926
H7 1.292 -3.169 3.886
H8 2.774 -2.280 0.797
H9 3.024 -2.368 2.542
H10 3.267 -0.452 3.862
H11 3.573 3.352 1.952
H12 4.005 3.025 -0.646
H13 2.405 3.587 -0.195
H14 4.188 2.620 -2.865
H15 1.022 0.871 -5.114
H16 -1.239 0.943 -4.062
H17 -1.372 1.136 -2.302
H18 -0.100 -1.158 -4.941
H19 -0.956 -4.702 -2.724
H20 -0.811 -2.427 -6.714
H21 0.126 -3.777 -7.329
H22 0.935 -2.526 -6.401
H23 -2.369 -4.165 -5.676
H24 -1.720 -5.439 -4.643
H25 -1.327 -5.414 -6.353
H26 1.833 -4.191 -4.731
H27 1.167 -5.414 -5.813
H28 0.785 -5.462 -4.096
H29 2.657 3.578 -6.154
H30 1.882 2.112 -6.750
H31 3.439 2.606 -7.401
H32 4.853 3.415 -4.841
H33 5.495 2.407 -6.127
H34 5.530 1.816 -4.473
H35 2.836 -0.170 -6.136
H36 4.289 -0.277 -5.140
H37 4.394 0.313 -6.798
H38 4.276 0.181 -1.393
H39 3.244 -0.977 -2.268
H40 4.065 -1.474 -0.768
H41 2.859 4.042 3.912
H42 3.403 3.879 5.573
H43 2.045 2.915 5.000
H44 5.352 3.541 3.246
H45 6.059 2.001 3.727
H46 5.784 3.262 4.925
H47 3.158 0.826 5.793
H48 4.496 1.799 6.373
H49 4.821 0.455 5.295
H50 0.895 -4.848 5.352
H51 -0.526 -5.022 6.366
H52 -0.065 -3.423 5.803
H53 0.046 -6.429 3.560
H54 -1.655 -6.393 3.106
H55 -1.196 -6.793 4.756
H56 -2.437 -3.331 5.197
H57 -2.822 -5.035 5.423
H58 -3.121 -4.276 3.866
Br1 -6.256 2.207 1.395
C47 -4.592 2.633 0.578
C48 -4.446 3.695 -0.303
C49 -3.193 3.894 -0.857
C50 -2.161 3.025 -0.538
N1 -2.296 1.991 0.297
C51 -3.491 1.834 0.857
H59 -5.280 4.332 -0.551
H60 -3.012 4.722 -1.525
H61 -1.178 3.162 -0.964
H62 -3.603 1.036 1.569
C52 0.342 0.006 4.229
As1 -0.496 0.381 2.468
C53 -0.354 2.322 2.744
C54 -2.247 -0.387 3.118
C55 -3.040 0.344 4.184
C56 -3.241 1.722 4.175
C57 -4.009 2.337 5.150
C58 -4.604 1.589 6.151
C59 -4.437 0.216 6.154
C60 -3.665 -0.399 5.183
H63 -0.422 0.267 4.974
H64 1.218 0.632 4.390
H65 0.616 -1.040 4.354
H66 -0.617 2.601 3.768
H67 -0.941 2.896 2.033
H68 0.701 2.555 2.579
H69 -1.921 -1.355 3.532
H70 -2.885 -0.624 2.262
H71 -2.808 2.327 3.392
H72 -4.142 3.407 5.125
H73 -5.196 2.070 6.912
H74 -4.906 -0.383 6.918
H75 -3.560 -1.472 5.194

## Properties
Total charge: +2
HOMO-LUMO gap in eV: 7.71
LUMO energy in eV: -5.30

Here are the Mulliken charges for atoms 1 to 6, given in e: 1.366, -1.287, 1.109, -1.488, 0.179, -1.670

# 2
Below is a structure of composition C33H46O36S3, with properties calculated with wB97M-V/def2-TZVPD.

Element x y z (Å)
O1 -0.564 -3.433 6.814
S1 -0.864 -4.744 6.044
O2 -2.071 -5.673 6.809
S2 -1.470 -6.540 8.149
O3 0.546 -5.642 5.702
S3 1.738 -5.422 6.943
H1 -0.783 -5.685 9.037
H2 1.718 -6.689 7.610
C1 1.464 -1.789 2.815
C2 1.878 -2.957 1.981
O4 1.049 -4.003 2.451
C3 -0.052 -3.418 3.006
O5 -1.050 -4.023 3.358
O6 0.109 -2.066 3.114
H3 1.557 -0.841 2.279
H4 2.027 -1.724 3.752
H5 1.680 -2.801 0.915
H6 2.934 -3.210 2.113
C4 2.190 -6.465 -0.657
C5 2.431 -6.235 -2.113
O7 2.130 -4.862 -2.280
C6 2.289 -4.270 -1.060
O8 2.276 -3.065 -0.873
O9 2.463 -5.202 -0.078
H7 2.849 -7.232 -0.242
H8 1.150 -6.734 -0.442
H9 3.475 -6.405 -2.397
H10 1.786 -6.852 -2.745
C7 -2.279 -5.811 1.140
C8 -3.682 -5.771 1.652
O10 -4.384 -6.598 0.743
C9 -3.468 -7.444 0.188
O11 -3.751 -8.402 -0.511
O12 -2.195 -7.080 0.519
H11 -1.540 -5.721 1.941
H12 -2.086 -5.037 0.390
H13 -3.772 -6.195 2.658
H14 -4.096 -4.759 1.655
C10 0.021 2.833 1.543
C11 1.232 3.141 2.362
O13 2.062 2.014 2.153
C12 1.684 1.458 0.965
O14 2.297 0.572 0.393
O15 0.531 2.023 0.500
H15 -0.449 3.734 1.139
H16 -0.727 2.261 2.101
H17 1.757 4.036 2.013
H18 0.998 3.258 3.424
C13 1.256 6.401 6.849
C14 -0.144 5.884 6.766
O16 -0.397 5.853 5.374
C15 0.815 5.772 4.752
O17 0.965 5.557 3.561
O18 1.838 5.961 5.636
H19 1.798 5.997 7.708
H20 1.296 7.495 6.885
H21 -0.239 4.869 7.165
H22 -0.859 6.535 7.276
C16 2.617 -2.623 11.314
C17 2.959 -1.482 10.412
O19 3.750 -2.088 9.407
C18 3.416 -3.411 9.383
O20 3.779 -4.198 8.525
O21 2.621 -3.739 10.444
H23 1.638 -2.503 11.786
H24 3.370 -2.780 12.094
H25 2.074 -1.038 9.946
H26 3.521 -0.698 10.928
C19 0.190 0.537 -2.414
C20 0.509 -0.917 -2.546
O22 -0.266 -1.321 -3.658
C21 -0.501 -0.203 -4.405
O23 -0.995 -0.211 -5.521
O24 -0.112 0.925 -3.741
H27 1.032 1.115 -2.024
H28 -0.687 0.718 -1.785
H29 1.567 -1.094 -2.768
H30 0.234 -1.485 -1.653
C22 -1.707 4.942 -2.259
C23 -0.702 6.045 -2.334
O25 -0.647 6.526 -1.004
C24 -1.063 5.507 -0.197
O26 -0.980 5.515 1.020
O27 -1.582 4.478 -0.928
H31 -1.497 4.139 -2.971
H32 -2.731 5.297 -2.415
H33 0.291 5.687 -2.623
H34 -1.007 6.840 -3.021
C25 -4.590 8.641 -0.448
C26 -4.248 9.782 -1.350
O28 -3.457 9.176 -2.355
C27 -3.791 7.853 -2.379
O29 -3.428 7.066 -3.237
O30 -4.586 7.525 -1.319
H35 -5.569 8.761 0.023
H36 -3.837 8.483 0.332
H37 -5.133 10.226 -1.816
H38 -3.686 10.566 -0.834
C28 1.703 1.852 -7.943
C29 0.303 1.335 -8.026
O31 0.050 1.304 -9.418
C30 1.263 1.222 -10.041
O32 1.412 1.007 -11.232
O33 2.285 1.412 -9.156
H39 2.246 1.448 -7.084
H40 1.744 2.945 -7.908
H41 0.208 0.319 -7.627
H42 -0.412 1.986 -7.516
C31 -1.295 -2.099 -11.836
C32 0.094 -1.931 -11.312
O34 0.512 -3.260 -11.064
C33 -0.242 -4.068 -11.866
O35 -0.033 -5.258 -12.035
O36 -1.257 -3.371 -12.454
H43 -1.563 -1.324 -12.559
H44 -2.044 -2.115 -11.037
H45 0.768 -1.480 -12.048
H46 0.124 -1.337 -10.393

## Properties
HOMO-LUMO gap in eV: 9.28
LUMO energy in eV: 0.11

Here are the Mulliken charges for atoms 1 to 6, given in e: -0.483, 0.630, -0.261, -0.111, -0.207, 0.034

# 3
Below is a structure of composition CH2ClO3S, with properties calculated with wB97M-V/def2-TZVPD.

Element x y z (Å)
C1 0.220 -0.469 0.170
O1 1.109 0.927 -1.550
O2 0.013 2.138 0.165
O3 0.623 -1.558 -0.076
S1 1.006 1.069 0.198
Cl1 0.470 0.383 2.389
H1 -1.132 -0.177 0.173
H2 0.443 1.568 -1.882

## Properties
Total charge: -1
Energy above the lowest of the compared OMol25 structures with the same formula, charge and spin in kcal/mol: 33.1
HOMO-LUMO gap in eV: 8.79
LUMO energy in eV: 3.86

Here are the natural (NBO) charges for atoms 1 to 6, given in e: 0.195, -0.970, -1.005, -0.586, 1.414, -0.585

# 4
Below is a structure of composition C11H14BCdN7S, with properties calculated with wB97M-V/def2-TZVPD.

Element x y z (Å)
H1 0.966 3.311 1.525
N1 0.545 1.780 0.154
B1 0.164 0.345 -1.924
N2 0.543 1.686 -1.223
C1 0.900 2.869 -1.742
Cd1 0.058 -0.004 1.106
H2 0.957 2.992 -2.810
C2 1.142 3.764 -0.690
H3 1.444 4.791 -0.766
C3 0.902 3.025 0.490
H4 0.225 0.475 -3.104
C4 -0.541 -1.771 2.357
H5 -0.517 -1.603 3.465
H6 0.193 -2.510 2.099
H7 -1.545 -2.001 2.066
N3 -1.285 -0.053 -1.507
N4 1.152 -0.767 -1.459
N5 -1.602 -0.248 -0.183
N6 1.268 -1.089 -0.125
C5 -2.386 -0.238 -2.251
C6 2.006 -1.525 -2.165
H8 -2.339 -0.126 -3.320
H9 2.065 -1.416 -3.234
C7 -3.448 -0.564 -1.397
C8 2.693 -2.364 -1.277
C9 -2.897 -0.556 -0.096
C10 2.188 -2.047 0.003
H10 -4.466 -0.773 -1.672
H11 3.446 -3.091 -1.518
H12 -3.353 -0.746 0.861
H13 2.434 -2.442 0.973
H14 -0.930 0.814 2.411
S1 0.027 0.080 3.481
C11 -0.008 0.000 5.122
N7 0.000 0.001 6.347

## Properties
Energy above the lowest of the compared OMol25 structures with the same formula, charge and spin in kcal/mol: 0.0
HOMO-LUMO gap (spin up / spin down) in eV: 6.69 / 6.10
LUMO energy (spin up / spin down) in eV: -0.42 / -0.71

Here are the natural (NBO) charges for atoms 1 to 6, given in e: 0.229, -0.451, 0.539, -0.324, 0.016, 1.621

# 5
Below is a cluster of 2 separate species, C4H4N2S in total, with properties calculated with wB97M-V/def2-TZVPD.

Element x y z (Å)
C1 2.099 -0.040 -1.145
C2 0.975 1.533 0.159
C3 -2.658 1.728 -0.168
C4 1.030 0.584 -0.894
N1 2.925 -0.878 -1.047
N2 0.819 2.312 0.997
S1 -2.295 0.109 -0.213
H1 -3.378 2.004 0.588
H2 -1.904 2.269 -0.709
H3 0.252 0.783 -1.573
H4 3.840 -0.986 -1.308

## Properties
Energy above the lowest of the compared OMol25 structures with the same formula, charge and spin in kcal/mol: 87.4
SMILES: N#CC=C=N.C=S
HOMO-LUMO gap in eV: 8.28
LUMO energy in eV: -0.59

Here are the natural (NBO) charges for atoms 1 to 6, given in e: 0.505, 0.283, -0.453, -0.565, -0.570, -0.342

# 6
Below is a cluster of 6 separate species, C34H42F18N2O15S in total, with properties calculated with wB97M-V/def2-TZVPD.

Element x y z (Å)
C1 1.336 0.371 -2.685
O1 2.644 0.908 -2.809
C2 3.444 0.589 -1.696
C3 3.369 1.624 -0.542
C4 2.417 2.808 -0.782
C5 3.095 4.145 -1.126
C6 2.078 5.072 -1.768
F1 0.928 4.538 -2.268
C7 2.212 6.399 -1.837
F2 1.234 7.257 -1.564
F3 3.327 7.031 -2.163
O2 4.757 2.142 -0.438
S1 5.110 2.552 1.057
O3 6.250 1.811 1.479
O4 5.180 3.959 1.236
O5 3.768 2.012 1.707
C8 3.229 0.953 0.838
C9 4.144 -0.293 1.084
N1 4.523 -0.495 2.461
C10 1.824 0.658 1.317
C11 1.157 -0.502 0.947
C12 -0.124 -0.710 1.418
N2 -0.767 0.110 2.239
C13 -0.116 1.214 2.583
C14 1.161 1.536 2.161
H1 1.355 -0.722 -2.753
H2 0.697 0.791 -3.458
H3 0.896 0.636 -1.715
H4 3.176 -0.409 -1.334
H5 4.474 0.533 -2.049
H6 1.688 2.580 -1.549
H7 1.864 2.961 0.147
H8 3.948 4.026 -1.795
H9 3.394 4.631 -0.202
H10 5.049 -0.198 0.482
H11 3.648 -1.198 0.724
H12 3.797 -0.247 3.119
H13 5.373 0.000 2.687
H14 1.640 -1.213 0.290
H15 -0.641 -1.620 1.130
H16 -0.629 1.895 3.255
H17 1.636 2.447 2.496
C15 1.678 -4.753 7.452
C16 2.633 -4.957 6.299
O6 2.139 -4.347 5.085
C17 2.306 -3.040 4.982
O7 2.823 -2.310 5.773
C18 1.763 -2.555 3.623
F4 0.554 -3.064 3.364
F5 2.580 -2.930 2.630
F6 1.668 -1.226 3.610
H18 0.684 -5.121 7.192
H19 2.032 -5.285 8.332
H20 1.582 -3.696 7.700
H21 2.731 -6.014 6.065
H22 3.627 -4.572 6.524
C19 3.019 -11.416 10.973
C20 4.058 -10.704 10.135
O8 3.509 -9.533 9.493
C21 3.392 -8.456 10.252
O9 3.694 -8.344 11.402
C22 2.828 -7.290 9.410
F7 1.779 -7.685 8.683
F8 3.775 -6.840 8.572
F9 2.449 -6.294 10.201
H23 2.147 -11.662 10.367
H24 3.435 -12.335 11.383
H25 2.684 -10.790 11.798
H26 4.397 -11.341 9.322
H27 4.930 -10.424 10.725
C23 -2.015 7.353 -2.193
C24 -3.438 6.900 -1.960
O10 -3.533 6.053 -0.795
C25 -3.541 6.669 0.376
O11 -3.491 7.846 0.572
C26 -3.674 5.626 1.506
F10 -2.832 4.602 1.325
F11 -4.921 5.138 1.535
F12 -3.412 6.176 2.686
H28 -1.350 6.492 -2.258
H29 -1.944 7.925 -3.118
H30 -1.662 7.979 -1.375
H31 -3.787 6.287 -2.788
H32 -4.122 7.743 -1.862
C27 -3.098 3.598 -7.134
C28 -1.901 2.757 -6.752
O12 -2.142 2.015 -5.535
C29 -2.865 0.916 -5.654
O13 -3.335 0.464 -6.656
C30 -2.994 0.231 -4.279
F13 -3.318 1.107 -3.325
F14 -1.826 -0.336 -3.942
F15 -3.926 -0.715 -4.305
H33 -3.379 4.256 -6.311
H34 -2.865 4.205 -8.008
H35 -3.960 2.974 -7.367
H36 -1.043 3.388 -6.534
H37 -1.617 2.071 -7.549
C31 -6.078 -1.119 -7.758
C32 -6.441 0.286 -8.181
O14 -6.817 0.333 -9.575
C33 -8.046 -0.065 -9.860
O15 -8.878 -0.449 -9.093
C34 -8.297 0.082 -11.375
F16 -7.281 -0.415 -12.088
F17 -8.433 1.377 -11.693
F18 -9.407 -0.554 -11.732
H38 -5.296 -1.519 -8.403
H39 -5.721 -1.125 -6.730
H40 -6.936 -1.787 -7.832
H41 -5.578 0.940 -8.088
H42 -7.240 0.700 -7.566

## Properties
SMILES: COC[C@]1(CCC(F)=C(F)F)OS(=O)(=O)O[C@@]1(CN)c1ccncc1.CCOC(=O)C(F)(F)F.CCOC(=O)C(F)(F)F.CCOC(=O)C(F)(F)F.CCOC(=O)C(F)(F)F.CCOC(=O)C(F)(F)F
HOMO-LUMO gap in eV: 9.28
LUMO energy in eV: 0.16

Here are the Mulliken charges for atoms 1 to 6, given in e: -0.383, -0.445, -1.250, 2.344, -1.182, -0.764

Calculated total energy per entry: -205295.6935, -141178.8743, -30569.5629, -38134.4196, -18024.4524, -129380.6732 eV